[1]
# C41H40F23N4O18

A 7-piece molecular cluster, C41H40F23N4O18 overall (ωB97M-V/def2-TZVPD, OMol25).

Summary:
HOMO-LUMO gap = 6.245 eV

ORCA input file:
```
! RIJCOSX wB97M-V def2-TZVPD def2/J DEFGRID3
* xyz 1 1
C 0.0585 -1.3467 3.2647
C 0.1319 0.0396 2.9302
C 0.0413 1.5596 2.2353
C 0.5966 1.4285 0.6986
C 1.9990 0.5171 0.6111
C 2.6376 0.3182 -0.8736
C 4.0329 -0.5732 -0.9814
C 4.7585 -0.5056 -2.4497
C 4.3636 -1.7663 -3.4319
C 4.7427 -3.2455 -2.8337
N 6.1515 -3.6548 -3.2868
C 5.8965 -4.5266 -4.5157
N 5.5566 -5.8579 -4.3917
N 6.0477 -3.8328 -5.8732
C 1.8478 0.9687 -2.1530
N 0.5409 1.7828 -2.0312
C -0.0201 2.2457 -3.3658
C 0.0136 1.0544 -4.5447
C -0.1167 2.0913 -0.6648
C -1.4747 3.0295 -0.5140
F -1.5339 4.1789 -1.4944
F -1.4621 3.8372 0.7746
C -2.8795 2.1875 -0.4073
F -3.9013 3.2122 0.0345
F -2.8802 1.1629 0.6888
C -3.3653 1.4211 -1.7630
F -3.6792 2.4597 -2.7706
F -2.3183 0.4327 -2.2233
C -4.7143 0.4549 -1.5469
F -5.7393 1.0510 -0.6679
F -4.1511 -0.8471 -1.0260
C -5.4686 0.0833 -2.9709
F -6.3214 1.2910 -3.2862
F -4.5085 -0.0033 -4.1346
C -6.5054 -1.1812 -2.8846
F -7.7632 -0.7457 -3.6018
F -6.9756 -1.4878 -1.4818
C -6.0181 -2.5463 -3.6487
F -7.1513 -3.5328 -3.4812
F -5.8890 -2.3882 -5.1461
C -4.6985 -3.2773 -3.0082
F -3.4095 -2.5884 -3.2721
F -4.5899 -4.6116 -3.7097
F -4.8908 -3.6400 -1.5540
H -0.3217 -2.4747 3.3399
H 0.8012 2.2322 2.8409
H -1.0765 1.8737 2.3479
H 2.5441 0.0605 1.5390
H 3.7179 -1.6794 -0.6662
H 4.7733 -0.1666 -0.1557
H 4.5841 0.4917 -3.0405
H 5.9296 -0.6086 -2.2457
H 4.9872 -1.6477 -4.4414
H 3.2188 -1.7479 -3.6846
H 4.7350 -3.3279 -1.6664
H 3.9226 -4.0182 -3.2283
H 6.5537 -4.2548 -2.5184
H 5.5084 -6.0538 -3.3478
H 5.1121 -3.4011 -6.0742
H 6.7922 -3.0818 -5.7576
H 2.3860 0.7703 -3.2005
H 0.5873 3.2005 -3.7270
H -1.1877 2.4939 -3.3277
H 1.0821 1.1658 -5.0465
H -0.7719 1.2715 -5.4046
H -0.0800 -0.0235 -4.0899
C -3.7144 -6.6340 -0.4710
C -4.8585 -7.5663 -0.2622
O -4.3944 -8.4374 0.7440
C -3.5159 -7.6969 1.4765
O -3.1163 -8.0090 2.5859
O -3.1427 -6.5566 0.8194
F -5.0983 -8.2926 -1.3770
H -2.9717 -7.0256 -1.1741
H -4.0386 -5.6484 -0.8159
H -5.7807 -7.0778 0.0702
C 2.9121 3.5913 4.7885
C 4.0856 4.5080 4.7229
O 5.0124 3.8006 3.9308
C 4.2544 3.0289 3.1022
O 4.6775 2.4864 2.0949
O 2.9590 2.9429 3.5334
F 4.6247 4.6898 5.9492
H 3.0010 2.8458 5.5857
H 1.9696 4.1307 4.9161
H 3.8720 5.4782 4.2618
C 8.6061 3.7409 8.4517
C 7.3738 3.0769 7.9397
O 6.3337 3.7458 8.6161
C 6.8123 4.9999 8.8506
O 6.1160 5.9502 9.1665
O 8.1682 5.0652 8.6808
F 7.3446 1.7733 8.2967
H 8.9608 3.3079 9.3930
H 9.4231 3.7183 7.7254
H 7.2297 3.1707 6.8581
C 5.4262 -1.0229 4.1151
C 4.2969 -1.2321 3.1650
O 4.9179 -1.1884 1.9004
C 6.1875 -1.6351 2.1132
O 6.9426 -1.9989 1.2270
O 6.5096 -1.6331 3.4428
F 3.4097 -0.2148 3.2391
H 5.6511 0.0363 4.2793
H 5.2483 -1.4979 5.0837
H 3.7785 -2.1890 3.2878
C -2.3111 6.8809 -1.6440
C -2.8949 8.1998 -2.0201
O -2.5326 9.0386 -0.9468
C -1.3652 8.5214 -0.4711
O -0.6036 9.1195 0.2707
O -1.1474 7.2523 -0.9330
F -4.2442 8.1329 -2.0716
H -2.9671 6.2989 -0.9880
H -2.0597 6.2732 -2.5174
H -2.5058 8.6121 -2.9572
C -9.4952 -3.0826 -1.2196
C -10.9541 -2.7774 -1.2403
O -11.5566 -4.0335 -1.0251
C -10.6566 -4.7356 -0.2809
O -10.9234 -5.7554 0.3327
O -9.4189 -4.1530 -0.2996
F -11.3349 -2.3251 -2.4560
H -9.1177 -3.4132 -2.1930
H -8.8971 -2.2320 -0.8818
H -11.2770 -2.0763 -0.4634
*
```

[2]
# C41H40IN4O4PSTi

C41H40IN4O4PSTi as an isolated structure (ωB97M-V/def2-TZVPD, OMol25).

Summary:
HOMO-LUMO gap (alpha / beta) = 3.902 / 6.356 eV
<S²> = 2.018
relative energy (zero: lowest compared OMol25 entry of this formula, charge and spin) = 144.4 kJ/mol

ORCA input file:
```
! RIJCOSX wB97M-V def2-TZVPD def2/J DEFGRID3
* xyz 0 3
Ti -0.3210 0.5645 -0.0293
N -5.1596 3.2315 1.5528
C -3.9083 2.5632 0.9477
C -3.4715 1.4640 1.8753
C -4.3128 0.1889 1.8813
N -3.4769 -0.9064 2.3858
C -4.8845 -0.1197 0.4821
C -4.1998 0.5934 -0.6814
N -2.8295 0.1079 -0.9022
C -4.2353 2.1113 -0.4753
H -4.9477 3.5618 2.4953
H -5.9335 2.5689 1.6161
H -5.4565 4.0273 0.9880
H -3.1695 3.3656 0.9289
H -3.2935 1.8370 2.8874
H -2.4859 1.1904 1.5147
H -5.1730 0.3127 2.5560
H -3.9080 -1.3862 3.1630
H -2.5601 -0.5722 2.6736
H -5.9439 0.1679 0.4484
H -4.8607 -1.2003 0.3289
H -4.8042 0.3991 -1.5773
H -2.4413 0.4915 -1.7645
H -2.8521 -0.9003 -1.0199
H -5.2368 2.4598 -0.7574
H -3.5460 2.6041 -1.1577
O -0.6682 1.3696 3.6652
C -0.1529 1.1077 2.5842
O -0.5762 0.0800 1.8179
C 0.9329 1.8750 1.9767
C 1.5822 2.9096 2.6573
C 2.6308 3.5624 2.0657
C 3.0258 3.1670 0.7564
C 2.3543 2.1677 0.1235
N 1.3096 1.4986 0.6891
H 1.2314 3.1577 3.6500
H 3.1456 4.3628 2.5793
H 3.8385 3.6602 0.2418
H 2.6053 1.8538 -0.8832
O -1.6862 4.3930 0.0477
C -1.0945 3.4675 -0.5012
O -1.1747 2.2497 -0.0656
C -0.2860 3.6926 -1.7533
C -0.0297 5.0353 -2.0474
C 0.6780 5.4150 -3.1679
C 1.1262 4.4270 -4.0387
C 0.8721 3.0987 -3.7699
C 0.1746 2.6861 -2.6226
S -0.0367 0.9310 -2.4735
H -0.4057 5.7743 -1.3533
H 0.8778 6.4598 -3.3649
H 1.6789 4.6931 -4.9315
H 1.2208 2.3318 -4.4495
I -1.8483 -2.9764 0.3558
C -0.9372 -3.9524 -1.2488
C -1.8121 -4.5854 -2.0882
C -1.3608 -5.4680 -3.0923
C -0.0371 -5.7637 -3.1533
C 0.8923 -5.1322 -2.2871
C 2.2440 -5.5554 -2.3216
C 3.1593 -5.0013 -1.4845
C 2.7756 -3.9065 -0.6863
C 1.4982 -3.4108 -0.6571
P 1.3640 -1.6859 0.1007
C 1.7088 -2.0675 1.8544
C 1.3220 -3.2922 2.3935
C 1.4791 -3.5505 3.7479
C 2.0374 -2.5917 4.5796
C 2.4373 -1.3734 4.0489
C 2.2703 -1.1123 2.6987
C 2.9552 -1.0306 -0.5494
C 4.0761 -0.7553 0.2242
C 5.2193 -0.2195 -0.3545
C 5.2585 0.0362 -1.7169
C 4.1489 -0.2555 -2.4998
C 3.0062 -0.7818 -1.9195
C 0.4785 -4.1183 -1.3789
H -2.8757 -4.4444 -1.9524
H -2.0723 -5.9418 -3.7547
H 0.3376 -6.4955 -3.8581
H 2.5199 -6.3413 -3.0134
H 4.1860 -5.3406 -1.4742
H 3.5505 -3.3999 -0.1258
H 0.8870 -4.0526 1.7578
H 1.1639 -4.5052 4.1487
H 2.1614 -2.7927 5.6358
H 2.8686 -0.6119 4.6852
H 2.5715 -0.1504 2.3094
H 4.0710 -0.9487 1.2904
H 6.0768 0.0014 0.2678
H 6.1467 0.4613 -2.1660
H 4.1644 -0.0594 -3.5642
H 2.1454 -0.9805 -2.5441
*
```

[3]
# C41H41Br4CaN7O4S2Si

C41H41Br4CaN7O4S2Si as an isolated structure (ωB97M-V/def2-TZVPD, OMol25).

Summary:
HOMO-LUMO gap = 6.008 eV
relative energy (zero: lowest compared OMol25 entry of this formula, charge and spin) = 25.2 kJ/mol

ORCA input file:
```
! RIJCOSX wB97M-V def2-TZVPD def2/J DEFGRID3
* xyz -2 1
Ca 0.1428 -0.7705 -0.4775
C -0.1528 -1.8708 1.8348
Si -0.1430 -0.9624 3.3752
C -1.8838 -0.4136 3.9434
N -2.8511 -0.1206 2.8922
C -4.1808 0.1589 3.3897
C -4.2860 1.4942 4.1555
C -3.3408 2.5363 3.5348
C -3.1263 2.2354 2.0551
C -2.4380 0.8721 1.8909
C 1.0425 0.5194 3.2778
C 2.1850 0.3870 2.4821
C 3.0941 1.4252 2.3353
C 2.8743 2.6355 2.9801
C 1.7501 2.7904 3.7786
C 0.8529 1.7393 3.9278
C 0.4452 -1.8383 4.9898
C 1.4716 -1.3621 5.8077
C 1.8639 -2.0383 6.9590
C 1.2319 -3.2170 7.3251
C 0.2099 -3.7165 6.5260
C -0.1673 -3.0350 5.3782
H -1.0000 -2.5531 1.7132
H 0.7795 -2.4192 1.6444
H -1.7748 0.4007 4.6877
H -2.2684 -1.2678 4.5155
H -4.5047 -0.6709 4.0249
H -4.8607 0.1818 2.5309
H -4.0460 1.3485 5.2120
H -5.3224 1.8473 4.1144
H -2.3695 2.5025 4.0360
H -3.7322 3.5464 3.6819
H -2.5116 2.9997 1.5766
H -4.0944 2.2392 1.5407
H -1.3624 1.0159 1.9873
H -2.6238 0.4804 0.8840
H 2.3591 -0.5269 1.9257
H 3.9581 1.2864 1.6947
H 3.5665 3.4598 2.8488
H 1.5621 3.7373 4.2726
H -0.0226 1.8852 4.5532
H 1.9805 -0.4433 5.5371
H 2.6690 -1.6433 7.5691
H 1.5367 -3.7481 8.2199
H -0.2851 -4.6434 6.7950
H -0.9502 -3.4512 4.7503
N -1.1480 -3.0144 -7.9566
C -1.0982 -2.1823 -6.8236
C -0.4831 -2.6242 -5.6544
C -0.3921 -1.7946 -4.5505
C -0.9151 -0.5097 -4.6190
C -1.5335 -0.0591 -5.7737
C -1.6220 -0.8917 -6.8767
S -0.7834 0.5549 -3.2127
O 0.5598 0.3212 -2.6794
O -1.0744 1.8935 -3.6552
N -1.7212 -0.0216 -2.0607
C -3.0606 -0.0970 -2.2109
N -3.6584 0.2753 -3.3632
C -4.9747 0.1647 -3.4169
C -5.7456 -0.3000 -2.3662
C -5.0350 -0.6652 -1.2278
N -3.7255 -0.5781 -1.1326
H -1.0480 -3.9932 -7.7341
H -1.9566 -2.8562 -8.5379
H -0.0652 -3.6228 -5.6017
H 0.0744 -2.1502 -3.6364
H -1.9423 0.9416 -5.7876
H -2.0960 -0.5428 -7.7882
H -5.4372 0.4646 -4.3548
H -6.8215 -0.3782 -2.4275
H -5.5486 -1.0495 -0.3496
Br 6.7652 -3.0572 -2.4298
C 4.8867 -2.9683 -2.1747
C 4.0360 -3.8177 -2.8436
Br 4.7157 -5.0965 -4.0707
C 2.6479 -3.7152 -2.6356
Br 1.4477 -4.9879 -3.3825
C 2.0649 -2.7614 -1.7935
O 0.8119 -2.6795 -1.5291
C 2.9685 -1.7833 -1.1917
O 2.4552 -0.8156 -0.4924
C 4.3397 -1.9816 -1.3305
Br 5.4513 -0.8807 -0.2478
C 3.9357 1.1023 -2.8969
C 3.1848 2.2160 -2.2528
C 3.2696 3.5373 -2.6120
C 2.4830 4.4475 -1.8867
N 1.5980 4.0849 -0.9869
C 1.4278 2.7639 -0.7239
S 0.1392 2.2020 0.1835
N 2.3461 1.8897 -1.2572
C 2.5847 5.9229 -2.1553
H 4.3681 1.4330 -3.8392
H 3.2604 0.2642 -3.0725
H 4.7319 0.7512 -2.2391
H 3.9302 3.8558 -3.4045
H 2.3529 0.8968 -0.9555
H 3.4946 6.1738 -2.7000
H 2.5536 6.4665 -1.2123
H 1.7234 6.2398 -2.7461
*
```

Quick rundown of E, same order as above: -5455.46236; -3993.18082; -14331.04119 Eh